No. 1
Below is a structure of composition C6H6Cl2N2O in a non-equilibrium geometry, with properties calculated with ωB97M-V/def2-TZVPD.

Frontier orbital gap ... 9.868 eV
Energy above the lowest of the compared OMol25 structures with the same formula, charge and spin ... 52.3 kcal per mole
E ... -36387.895 eV
HOMO energy ... -10.2445 eV

ORCA input file:
```
! wB97M-V def2-TZVPD RIJCOSX def2/J DEFGRID3
* xyz 0 1
Cl -2.67 -1.41 1.90
Cl 1.49 -2.29 -0.94
O -1.07 -3.35 1.43
N 0.03 -0.22 2.78
N -0.56 -0.68 -0.33
C -0.12 1.22 -1.98
C 0.93 1.37 0.31
C -0.34 -1.08 2.11
C -1.16 -2.22 1.70
C 0.59 -0.95 -0.77
C 0.28 0.44 -0.75
H 0.94 2.36 -0.01
H 0.33 1.35 1.22
H 0.59 2.11 -2.17
H -1.19 1.58 -1.97
H -0.05 0.65 -2.95
H 1.96 1.12 0.43
*
```

Atom charges from the Mulliken analysis, given in e for atoms 1 to 4:
1. Cl -0.129
2. Cl -0.149
3. O -0.382
4. N -0.442

---

No. 2
Below is a cluster of 6 separate species, C38H29ClO25 in total in a non-equilibrium geometry, with properties calculated with ωB97M-V/def2-TZVPD.

SMILES ... C[C@@H](Cl)CC1=C(COO)C(=O)OC1=O.O=C1C=C(O)C(=O)C=C1O.O=C1C=C(O)C(=O)C=C1O.O=C1C=C(O)C(=O)C=C1O.O=C1C=C(O)C(=O)C=C1O.O=C1C=C(O)C(=O)C=C1O
Frontier orbital gap ... 7.444 eV
E ... -103581.283 eV
HOMO energy ... -9.5607 eV

ORCA input file:
```
! wB97M-V def2-TZVPD RIJCOSX def2/J DEFGRID3
* xyz 0 1
Cl 1.18 2.03 -6.90
O 5.70 -7.66 0.75
O -4.35 5.60 -8.03
O -2.70 5.73 -5.98
O -0.32 4.05 2.90
O 1.01 1.84 2.25
O -2.14 -0.19 -4.97
O -0.95 2.17 7.15
O 2.25 -7.65 -0.47
O 4.81 -12.61 2.91
O -0.31 1.84 -0.27
O -1.31 -1.33 -3.22
O -2.22 9.42 -9.72
O 0.76 2.12 -1.16
O -0.33 -1.71 -1.19
O -3.52 2.45 7.71
O 1.54 -3.67 -4.17
O -7.11 4.73 9.68
O 3.07 -5.76 -4.69
O 0.67 -5.60 0.02
O 3.48 -8.20 2.06
O -0.53 9.51 -7.71
O 0.44 0.01 6.52
O -5.41 5.69 11.44
O 7.07 -12.05 1.68
O -1.78 3.40 9.57
C -0.50 2.15 6.02
C 2.55 -5.76 -3.59
C 6.27 -11.14 1.73
C 1.21 -5.59 -1.07
C 2.74 -6.81 -2.60
C -0.47 -1.01 -2.18
C -3.46 6.58 -8.02
C -2.36 8.54 -8.89
C 0.20 0.26 -2.52
C -4.92 4.94 10.61
C -3.52 4.57 10.57
C -0.27 2.00 -5.85
C 1.66 -4.60 -3.23
C 5.57 -8.88 1.26
C 0.29 0.94 5.60
C 1.03 -4.53 -2.05
C -0.28 0.71 -3.67
C -5.39 3.54 8.61
C 0.80 0.83 4.36
C 0.59 1.88 3.40
C -5.84 4.36 9.57
C 2.12 -6.73 -1.42
C -1.33 -0.25 -4.09
C -3.98 3.18 8.56
C 4.96 -11.39 2.43
C 6.50 -9.83 1.15
C 1.23 0.86 -1.64
C 4.03 -10.44 2.54
C -1.53 7.62 -6.74
C -1.13 3.22 -6.14
C 0.13 1.94 -4.38
C -3.06 3.75 9.62
C -1.44 8.54 -7.71
C -3.37 7.50 -8.98
C -2.55 6.59 -6.82
C -0.70 3.22 5.06
C -0.19 3.10 3.82
C 4.27 -9.12 1.98
H 3.08 -10.61 3.04
H -0.02 0.34 7.32
H 0.14 3.74 2.11
H -4.02 7.50 -9.85
H 0.39 -3.70 -1.79
H -1.29 3.26 -7.21
H 5.63 -13.09 2.69
H 7.44 -9.66 0.64
H 2.14 1.09 -2.17
H -4.20 5.08 -7.22
H -0.87 7.61 -5.89
H 3.39 -7.63 -2.86
H 1.21 2.00 -4.34
H -0.24 2.79 -3.82
H 0.07 1.97 0.61
H -0.83 1.14 -6.16
H -7.15 5.32 10.45
H -6.04 3.12 7.86
H 1.37 -0.04 4.05
H -0.62 4.09 -5.79
H 4.88 -7.18 0.97
H 2.09 -3.97 -4.92
H -1.25 4.09 5.37
H 1.70 -7.36 0.28
H -2.07 3.11 -5.61
H -1.62 2.81 8.80
H -0.69 10.03 -8.52
H 1.40 0.22 -0.79
H -2.88 4.98 11.34
*
```

Atom charges from the Mulliken analysis, given in e for atoms 1 to 4:
1. Cl -0.228
2. O -0.587
3. O -0.575
4. O -0.600